Entry 1
A cluster of 2 separate species, C2H9NO2 in total, computed with the ωB97M-V functional and the def2-TZVPD basis.

Output
LUMO	0.83	eV
molar mass	79.099	g/mol
SMILES	CNCO.O
HOMO energy	-8.534	eV

Last column: Löwdin charge in e.
Atoms and positions in Å:
C1 0.57 -0.93 -1.60  -0.13
N1 0.41 -1.34 -0.22  -0.11
C2 0.05 -0.27 0.69  -0.37
O1 1.09 0.60 0.64  -0.05
H1 0.70 0.08 -1.66  0.03
H2 -0.32 -1.24 -2.29  0.10
H3 1.28 -1.67 -2.07  0.09
H4 -0.15 -2.21 -0.10  0.12
H5 -0.81 0.47 0.60  0.09
H6 -0.22 -0.56 1.78  0.14
H7 1.85 0.23 1.01  0.06
H8 -2.02 2.18 1.65  0.01
H9 -0.72 2.47 0.79  0.09
O2 -1.70 2.20 0.78  -0.07

Entry 2
A cluster of 2 separate species, C2H9NO2 in total, computed with the ωB97M-V functional and the def2-TZVPD basis.

Output
LUMO	0.86	eV
molar mass	79.099	g/mol
SMILES	CNCO.O
HOMO energy	-9.066	eV

Last column: Löwdin charge in e.
Atoms and positions in Å:
C1 -0.86 1.25 1.22  -0.12
N1 -1.47 0.61 0.08  -0.11
C2 -1.03 -0.70 -0.21  -0.30
O1 0.36 -0.79 -0.52  -0.08
H1 -1.26 2.26 1.28  0.07
H2 0.23 1.34 1.09  0.08
H3 -1.03 0.72 2.15  0.08
H4 -1.65 1.20 -0.72  0.10
H5 -1.28 -1.33 0.64  0.12
H6 -1.58 -1.09 -1.04  0.11
H7 0.88 -1.19 0.19  0.09
H8 3.49 -1.22 -1.61  0.03
H9 2.14 -0.56 -1.41  0.01
O2 3.07 -0.50 -1.13  -0.07

Of them, entry 1 has the lowest stability.

Entry 1
A cluster of 2 separate species, C2H9NO2 in total, computed with the ωB97M-V functional and the def2-TZVPD basis.

Output
LUMO	0.69	eV
molar mass	79.099	g/mol
SMILES	CNCO.O
HOMO energy	-9.053	eV

Last column: Löwdin charge in e.
Atoms and positions in Å:
C1 -0.65 -0.15 -1.03  -0.12
N1 -0.58 -1.26 -0.06  -0.10
C2 -1.02 -0.94 1.25  -0.31
O1 -0.37 0.20 1.88  -0.09
H1 -1.61 -0.22 -1.54  0.07
H2 0.21 -0.15 -1.69  0.07
H3 -0.68 0.82 -0.54  0.06
H4 0.39 -1.56 0.00  0.10
H5 -2.06 -0.61 1.28  0.12
H6 -0.85 -1.81 1.88  0.11
H7 0.48 -0.11 2.20  0.07
H8 2.92 1.76 -0.82  0.03
H9 1.85 2.15 -1.86  0.04
O2 1.97 1.88 -0.94  -0.05

Entry 2
A cluster of 2 separate species, C2H9NO2 in total, computed with the ωB97M-V functional and the def2-TZVPD basis.

Output
LUMO	0.48	eV
molar mass	79.099	g/mol
SMILES	CNCO.O
HOMO energy	-9.010	eV

Last column: Löwdin charge in e.
Atoms and positions in Å:
C1 -1.34 0.91 -0.04  -0.11
N1 -1.16 0.01 1.10  -0.12
C2 -1.58 -1.31 0.96  -0.31
O1 -0.96 -2.03 -0.13  -0.08
H1 -2.30 0.70 -0.52  0.08
H2 -1.35 1.96 0.26  0.08
H3 -0.50 0.81 -0.74  0.07
H4 -0.48 0.32 1.77  0.11
H5 -2.65 -1.37 0.74  0.12
H6 -1.41 -1.88 1.82  0.10
H7 -0.12 -1.60 -0.31  0.07
H8 3.88 1.21 -1.89  0.03
H9 5.25 0.74 -1.42  0.03
O2 4.73 1.54 -1.59  -0.06

Of them, entry 2 has the lowest stability.

Entry 1
A cluster of 3 separate species, C2H9NO2 in total, computed with the ωB97M-V functional and the def2-TZVPD basis.

Output
LUMO	0.40	eV
molar mass	79.099	g/mol
SMILES	C=NC.O.O
HOMO energy	-9.743	eV

Last column: Löwdin charge in e.
Atoms and positions in Å:
C1 -1.83 0.38 0.65  -0.12
C2 -1.06 -0.90 -1.11  -0.11
N1 -1.45 0.25 -0.80  -0.07
H1 -1.69 -0.58 1.15  0.07
H2 -2.80 0.86 0.64  0.07
H3 -1.13 1.12 1.06  0.06
H4 -0.49 -1.03 -2.03  0.06
H5 -0.98 -1.80 -0.50  0.07
H6 1.84 -0.73 -0.11  -0.01
H7 2.79 -1.28 0.98  0.05
O1 1.93 -1.41 0.53  -0.05
H8 2.37 1.77 -0.34  0.04
H9 1.09 1.42 0.31  -0.01
O2 1.41 1.93 -0.42  -0.05

Entry 2
A cluster of 2 separate species, C2H9NO2 in total, computed with the ωB97M-V functional and the def2-TZVPD basis.

Output
LUMO	0.82	eV
molar mass	79.099	g/mol
SMILES	CNCO.O
HOMO energy	-9.667	eV

Last column: Löwdin charge in e.
Atoms and positions in Å:
C1 1.49 1.17 -0.52  -0.09
N1 0.76 -0.11 -0.11  -0.10
C2 -0.62 -0.22 -0.60  -0.34
O1 -0.90 -0.03 -1.98  -0.08
H1 2.26 0.90 -1.32  0.09
H2 1.00 1.83 -1.22  0.05
H3 1.81 1.59 0.41  0.06
H4 1.27 -0.96 -0.42  0.11
H5 -1.28 0.54 -0.06  0.13
H6 -1.10 -1.18 -0.39  0.11
H7 -0.17 0.53 -2.31  0.07
H8 -1.04 -0.78 2.50  0.05
H9 -1.76 -1.77 3.47  0.02
O2 -1.71 -1.51 2.56  -0.07

Of them, entry 1 has the lowest stability.

Entry 1
A cluster of 3 separate species, C2H9NO2 in total, computed with the ωB97M-V functional and the def2-TZVPD basis.

Output
LUMO	0.69	eV
molar mass	79.099	g/mol
SMILES	C=CN.O.O
HOMO energy	-7.721	eV

Last column: Löwdin charge in e.
Atoms and positions in Å:
C1 -1.87 -0.48 0.38  -0.05
C2 -1.38 -1.38 1.22  -0.32
N1 -0.04 -1.59 1.43  0.04
H1 -1.23 0.28 -0.05  0.03
H2 -2.93 -0.41 0.20  0.03
H3 -2.00 -2.00 1.85  0.10
H4 0.69 -1.28 0.81  0.04
H5 0.30 -2.03 2.27  0.08
H6 0.73 3.52 -0.83  0.04
H7 0.91 3.44 -2.33  0.03
O1 1.34 3.20 -1.50  -0.06
H8 1.09 -0.32 -1.44  0.04
H9 2.62 -0.44 -1.24  0.05
O2 1.77 -0.51 -0.78  -0.06

Entry 2
A cluster of 2 separate species, C2H9NO2 in total, computed with the ωB97M-V functional and the def2-TZVPD basis.

Output
LUMO	0.66	eV
molar mass	79.099	g/mol
SMILES	NCCO.O
HOMO energy	-9.370	eV

Last column: Löwdin charge in e.
Atoms and positions in Å:
C1 1.07 0.35 0.15  -0.26
O1 2.51 0.12 0.00  -0.10
C2 0.26 -1.00 0.13  -0.28
N1 -0.86 -0.96 1.11  -0.03
H1 0.64 0.95 -0.76  0.11
H2 0.87 0.92 1.11  0.12
H3 2.77 -0.51 0.66  0.05
H4 1.16 -1.68 0.28  0.11
H5 -0.13 -1.11 -0.97  0.13
H6 -1.63 -0.45 0.63  0.06
H7 -1.25 -1.91 1.33  0.08
H8 -1.97 1.38 -1.93  0.09
H9 -1.38 2.29 -0.80  0.03
O2 -2.06 1.62 -0.95  -0.10

Of them, entry 2 has the lowest stability.